Record 1
Density functional theory data (wB97M-V/def2-TZVPD) for a 14-piece molecular cluster, C20H12Cl52N2P overall in a non-equilibrium geometry.

Last column: Mulliken charge in e.
Cartesian coordinates (Å):
C  2.764  -2.821  1.819  -0.8323
C  2.231  -1.309  1.739  -0.4794
P  1.064  -0.984  0.266  0.3667
C  0.087  -2.577  -0.186  -0.5479
C  2.140  -0.460  -1.238  0.2356
C  3.644  -0.757  -1.114  0.3106
C  4.427  -0.234  -2.381  -0.4299
C  3.451  0.431  -3.387  -0.7652
N  2.067  0.597  -3.368  -0.4870
N  1.429  0.153  -2.294  0.7307
H  3.426  -2.896  2.753  0.2710
H  3.433  -3.119  0.938  0.2110
H  1.899  -3.561  1.990  0.3356
H  1.597  -1.124  2.685  0.3533
H  3.085  -0.529  1.647  0.1658
H  0.183  -2.841  -1.299  0.3080
H  -1.018  -2.295  -0.016  -0.1243
H  0.307  -3.445  0.515  0.3240
H  4.165  -1.272  -0.246  -0.0289
H  5.552  -0.336  -2.500  0.4139
H  3.967  0.865  -4.320  0.6017
H  0.397  0.293  -2.242  0.0329
C  -0.866  2.896  1.782  0.1210
Cl  -2.509  2.304  2.111  -0.0318
Cl  0.033  3.017  3.308  -0.0968
Cl  -0.022  1.772  0.689  0.0532
Cl  -0.961  4.500  1.021  -0.0907
C  2.600  -2.473  -6.348  0.2731
Cl  1.704  -1.429  -7.470  -0.0934
Cl  3.908  -3.297  -7.219  -0.0392
Cl  3.292  -1.480  -5.040  0.0547
Cl  1.498  -3.680  -5.653  -0.0942
C  -4.335  -1.221  -0.715  0.1614
Cl  -3.801  -2.422  0.481  -0.1343
Cl  -5.216  -2.037  -2.022  -0.0739
Cl  -5.399  -0.040  0.071  0.0096
Cl  -2.917  -0.388  -1.396  0.0558
C  5.743  -0.746  3.642  0.2966
Cl  6.893  -1.996  4.154  -0.0842
Cl  6.374  0.854  4.078  -0.0148
Cl  5.521  -0.832  1.875  -0.0784
Cl  4.185  -1.006  4.455  -0.0948
C  7.432  2.890  7.678  0.3953
Cl  7.478  1.117  7.792  -0.1015
Cl  7.021  3.362  6.010  -0.1347
Cl  6.201  3.523  8.790  -0.0861
Cl  9.020  3.549  8.116  -0.0584
C  -5.517  -0.808  -6.283  0.2704
Cl  -7.174  -1.355  -5.953  -0.1003
Cl  -4.613  -0.707  -4.756  0.0066
Cl  -4.717  -1.964  -7.369  -0.0787
Cl  -5.564  0.795  -7.050  -0.1142
C  -7.310  2.089  3.080  0.2122
Cl  -5.647  2.155  2.454  -0.0186
Cl  -7.304  2.459  4.817  -0.0294
Cl  -8.313  3.280  2.225  -0.0934
Cl  -7.973  0.462  2.822  -0.0579
C  -5.229  -1.133  -11.655  0.3128
Cl  -4.529  -2.735  -11.337  -0.1034
Cl  -5.103  -0.131  -10.194  -0.0231
Cl  -4.346  -0.354  -12.985  -0.0944
Cl  -6.938  -1.312  -12.104  -0.0905
C  -9.547  2.508  8.106  0.3387
Cl  -9.513  0.733  8.029  -0.0849
Cl  -10.574  3.023  9.459  -0.0948
Cl  -7.896  3.120  8.347  -0.0998
Cl  -10.201  3.154  6.586  -0.0788
C  -7.700  -2.660  5.563  0.2427
Cl  -7.065  -3.850  6.719  -0.1039
Cl  -9.143  -3.321  4.766  -0.0967
Cl  -8.131  -1.167  6.425  0.0115
Cl  -6.460  -2.301  4.342  -0.0549
C  -1.003  3.052  -3.751  0.2103
Cl  0.013  3.922  -2.583  -0.0738
Cl  -2.365  4.079  -4.235  -0.0866
Cl  -0.037  2.633  -5.181  -0.0663
Cl  -1.626  1.562  -2.999  -0.0338
C  9.561  7.494  6.345  0.3023
Cl  10.204  7.954  4.754  -0.1002
Cl  8.469  6.104  6.164  -0.0124
Cl  10.903  7.054  7.422  -0.1012
Cl  8.667  8.862  7.041  -0.0934
C  6.111  -6.243  -5.397  0.2963
Cl  5.546  -4.666  -4.802  -0.0296
Cl  4.775  -7.412  -5.329  -0.0861
Cl  6.668  -6.077  -7.075  -0.0879
Cl  7.450  -6.815  -4.381  -0.0942

Atomic forces in eV per Å
C 0.5 0.3 0.8
C 0.2 -0.8 -0.4
P -0.2 -0.2 -0.4
C -0.8 0.1 -0.3
C 0.9 -1.9 1.5
C -0.4 3.1 -5.6
C -5.2 -0.3 2.7
C 1.0 0.4 0.8
N 3.2 -0.3 0.7
N 3.8 -1.5 1.9
H -1.0 0.0 -1.4
H -1.2 0.3 1.1
H 1.4 1.2 -0.6
H 1.0 0.1 -1.6
H -1.7 -1.3 0.4
H 0.1 0.2 1.7
H 1.8 -0.4 -0.3
H 0.0 1.1 -1.2
H -1.3 0.7 -1.3
H -1.8 0.3 -0.1
H -1.2 -0.6 1.7
H 0.8 0.0 -0.1
C -0.1 0.5 0.0
Cl 0.5 0.0 -0.1
Cl -0.1 -0.1 -0.3
Cl -0.5 0.4 0.5
Cl 0.0 -0.2 0.1
C 0.0 -0.4 -0.5
Cl 0.2 -0.1 0.3
Cl -0.4 0.3 0.0
Cl -0.2 -1.1 -0.9
Cl 0.2 0.2 0.0
C -0.5 -0.2 0.0
Cl 0.0 0.2 -0.1
Cl 0.2 0.0 0.6
Cl 0.4 -0.3 -0.2
Cl -0.3 -0.4 0.4
C 0.2 0.1 0.4
Cl -0.3 0.2 -0.2
Cl -0.2 -0.5 -0.2
Cl 0.5 0.1 0.2
Cl 0.3 0.1 0.0
C 0.1 0.0 0.3
Cl 0.0 0.3 -0.1
Cl 0.0 -0.1 0.3
Cl 0.2 -0.1 -0.3
Cl -0.3 -0.3 0.0
C 0.0 0.0 -0.2
Cl 0.3 0.1 0.0
Cl -0.1 0.1 -0.5
Cl -0.1 0.1 0.3
Cl 0.0 -0.2 0.2
C -0.2 0.0 0.2
Cl -0.3 0.1 0.1
Cl 0.1 -0.1 -0.4
Cl 0.2 -0.2 0.1
Cl 0.1 0.3 0.0
C 0.0 0.1 -0.1
Cl -0.1 0.2 0.0
Cl 0.0 -0.1 -0.4
Cl -0.1 -0.1 0.2
Cl 0.3 0.0 0.1
C -0.1 0.1 0.1
Cl -0.2 0.6 0.3
Cl 0.2 -0.1 -0.2
Cl -0.2 -0.1 -0.1
Cl 0.0 -0.1 0.3
C 0.0 0.0 0.1
Cl -0.1 0.2 -0.2
Cl 0.2 0.1 0.1
Cl 0.3 -0.6 -0.5
Cl -0.1 -0.1 0.2
C 0.2 0.4 -0.3
Cl -0.2 -0.2 -0.2
Cl 0.3 -0.3 0.2
Cl -0.2 0.1 0.2
Cl 0.2 0.4 -0.3
C 0.0 0.1 0.0
Cl -0.1 -0.1 0.3
Cl 0.2 0.6 -0.1
Cl -0.2 0.0 -0.2
Cl 0.2 -0.2 -0.1
C 0.1 -0.2 0.0
Cl 0.2 -0.3 0.2
Cl 0.2 0.2 0.0
Cl -0.1 0.0 0.3
Cl -0.2 0.1 -0.2

Values from the calculation:
**LUMO level**: -4.802 eV
**E_HOMO**: -0.4135 Ha
**DFT total energy**: -25149.5374 a.u.
**Gap between HOMO and LUMO**: 6.4501 eV
**Total charge**: +1


Record 2
Density functional theory data (wB97M-V/def2-TZVPD) for C20H12CoF5N9SSi as an isolated structure.

Last column: Mulliken charge in e.
Cartesian coordinates (Å):
Co  0.026  -0.110  0.034  -0.6783
F  -6.459  -0.641  -0.940  -0.3525
C  -5.239  -0.103  -0.846  0.7361
C  -4.170  -0.868  -0.418  -0.2876
F  -4.347  -2.150  -0.103  -0.3553
C  -2.926  -0.282  -0.344  0.2812
F  -1.880  -1.046  0.069  -0.1888
C  -2.672  1.033  -0.695  0.5863
S  -1.060  1.682  -0.642  -0.2682
C  -3.770  1.772  -1.118  0.2834
F  -3.614  3.046  -1.495  -0.3893
C  -5.034  1.221  -1.190  0.2703
F  -6.068  1.956  -1.617  -0.3419
N  2.673  -0.386  2.042  -0.0515
C  1.565  -1.127  2.358  0.4102
N  1.446  -1.865  3.440  -0.5220
N  0.208  -2.404  3.337  -0.6378
N  -0.377  -2.013  2.265  -0.3664
N  0.469  -1.181  1.597  0.4735
C  2.725  0.502  0.999  0.4752
N  3.752  1.292  0.758  -0.5746
N  3.395  1.975  -0.353  -0.7499
N  2.230  1.618  -0.756  -0.0633
N  1.761  0.666  0.090  0.8828
H  3.432  -0.368  2.699  0.2115
C  -3.963  -1.107  -4.257  -0.4549
C  -3.326  0.128  -4.215  -0.7346
C  -2.085  0.253  -3.608  0.0456
C  -1.451  -0.850  -3.028  0.2482
C  -2.102  -2.085  -3.093  -0.4577
C  -3.346  -2.217  -3.700  -0.6861
Si  0.202  -0.749  -2.124  1.0208
C  1.478  0.004  -3.248  0.2116
C  2.531  -0.791  -3.697  -0.4538
C  3.473  -0.291  -4.589  -0.5403
C  3.369  1.013  -5.044  -0.4096
C  2.325  1.820  -4.601  -0.7169
C  1.395  1.321  -3.707  0.0699
H  -4.938  -1.200  -4.720  0.3934
H  -3.805  1.000  -4.646  0.4334
H  -1.617  1.229  -3.559  0.2567
H  -1.638  -2.957  -2.645  0.3158
H  -3.837  -3.182  -3.724  0.3966
H  0.580  -2.167  -1.858  -0.4160
H  2.623  -1.813  -3.346  0.3242
H  4.290  -0.920  -4.920  0.3786
H  4.105  1.410  -5.732  0.3601
H  2.255  2.847  -4.936  0.3743
H  0.619  1.975  -3.326  0.2573

Atomic forces in eV per Å
Co -0.2 0.3 0.5
F 0.0 0.0 0.0
C -0.1 0.0 0.0
C 0.0 -0.1 0.0
F 0.0 0.0 0.0
C -0.1 0.1 0.0
F 0.0 0.0 0.0
C -0.1 -0.1 0.1
S 0.5 0.1 -0.4
C 0.0 0.0 0.0
F 0.0 0.0 0.0
C 0.0 0.1 0.0
F 0.0 0.0 0.0
N 0.1 0.0 0.0
C -0.1 0.0 0.0
N 0.0 -0.1 0.1
N 0.0 0.1 -0.1
N 0.1 -0.1 0.1
N 0.2 -0.1 -0.3
C 0.1 -0.1 0.0
N 0.0 0.0 0.0
N -0.1 -0.1 0.0
N 0.1 0.2 0.2
N -0.3 -0.1 -0.1
H 0.0 0.0 0.0
C 0.0 0.0 0.0
C 0.0 0.0 0.0
C 0.0 -0.1 -0.1
C 0.0 -0.1 0.1
C 0.0 0.0 0.0
C 0.0 0.0 0.0
Si -0.1 0.0 0.2
C 0.0 0.1 0.0
C 0.0 0.0 0.0
C 0.0 0.0 0.0
C -0.1 0.0 0.0
C 0.0 0.0 0.0
C 0.0 0.0 0.0
H 0.0 0.0 0.0
H 0.0 0.0 0.0
H 0.0 0.0 0.0
H 0.0 0.0 0.0
H 0.0 0.0 0.0
H 0.1 0.0 -0.1
H 0.0 0.0 0.0
H 0.0 0.0 0.0
H 0.0 0.0 0.0
H 0.0 0.0 0.0
H 0.0 0.0 0.0

Values from the calculation:
**LUMO level (alpha / beta)**: 1.993 / 2.118 eV
**Relative energy (zero: lowest compared OMol25 entry of this formula, charge and spin)**: 13.0 kcal/mol
**E_HOMO (alpha / beta)**: -0.2000 / -0.2005 Ha
**DFT total energy**: -3831.9838 a.u.
**Gap between HOMO and LUMO (alpha / beta)**: 7.4362 / 7.5729 eV
**Total charge**: -1


Record 3
Density functional theory data (wB97M-V/def2-TZVPD) for a 2-piece molecular cluster, C20H13Cl2NO3P overall in a non-equilibrium geometry.

Last column: Mulliken charge in e.
Cartesian coordinates (Å):
C  -3.566  -0.269  3.907  -0.3739
C  -2.431  -1.084  3.942  -0.5719
C  -1.539  -1.112  2.863  -0.3593
C  -1.749  -0.292  1.737  0.2729
P  -0.576  -0.123  0.292  1.1581
C  0.930  -0.012  1.351  0.1290
C  1.901  -1.012  1.401  -0.1870
C  3.072  -0.793  2.144  -0.6347
C  3.279  0.428  2.790  -0.3735
C  2.277  1.408  2.769  -0.5776
C  1.102  1.188  2.050  -0.3679
C  -0.315  -1.694  -0.475  -0.4360
C  -0.654  -2.392  -1.654  0.0394
N  -0.863  -3.120  -2.592  -0.7436
O  -0.795  1.069  -0.598  -0.8181
C  -2.917  0.474  1.682  -0.3982
C  -3.795  0.512  2.768  -0.4350
H  -4.268  -0.249  4.750  0.3379
H  -2.252  -1.713  4.816  0.3415
H  -0.682  -1.784  2.926  0.2996
H  1.763  -1.939  0.845  0.3365
H  3.838  -1.568  2.180  0.3579
H  4.224  0.630  3.302  0.3507
H  2.417  2.358  3.279  0.3585
H  0.320  1.947  2.007  0.3568
H  -0.260  -2.413  0.363  0.3179
H  -3.131  1.047  0.781  0.3635
H  -4.678  1.145  2.722  0.3499
Cl  -1.446  2.271  -6.055  -0.1765
C  -0.234  1.574  -5.060  0.2722
C  1.075  1.973  -5.062  -0.5637
C  2.192  1.241  -4.409  0.3139
O  3.387  1.491  -4.623  -0.6131
C  1.723  0.138  -3.484  0.2415
Cl  2.941  -0.814  -2.775  -0.1654
C  0.415  -0.164  -3.372  0.5981
C  -0.604  0.265  -4.375  0.2570
O  -1.602  -0.395  -4.645  -0.5289
H  1.329  2.813  -5.685  0.4231
H  0.173  -1.029  -2.807  -0.1517

Atomic forces in eV per Å
C 0.2 0.2 -0.3
C -0.1 0.0 -0.3
C -0.2 0.3 0.0
C -0.6 0.1 -0.4
P 0.8 -1.6 -1.0
C 0.0 0.4 -0.4
C 0.4 0.4 0.4
C -0.2 0.2 -0.1
C -0.2 0.0 0.0
C 0.0 -0.1 -0.2
C 0.5 -0.3 0.2
C -0.6 -0.4 0.7
C -1.0 -2.1 -1.9
N 0.8 2.6 3.1
O -0.2 -0.4 0.9
C 0.0 0.0 0.4
C -0.1 -0.2 0.1
H 0.4 0.0 -0.4
H 0.0 0.1 -0.3
H -0.1 0.3 -0.1
H 0.0 0.3 0.1
H -0.1 0.2 0.0
H -0.3 -0.1 -0.1
H 0.1 -0.1 0.0
H 0.2 -0.1 0.0
H 0.2 0.1 -0.4
H 0.1 0.0 0.2
H 0.1 -0.1 0.0
Cl 0.2 0.2 0.1
C 1.7 -0.8 -0.1
C -1.8 0.0 -0.5
C 1.2 -0.3 0.4
O -2.5 -0.3 0.3
C -0.7 0.7 -1.0
Cl 0.2 0.0 0.5
C 1.0 -0.4 -1.0
C -0.9 0.0 0.4
O 1.8 1.4 0.4
H 0.3 0.2 0.0
H -0.3 -0.3 0.3

Values from the calculation:
**LUMO level**: 0.939 eV
**Relative energy (zero: lowest compared OMol25 entry of this formula, charge and spin)**: 21.3 kcal/mol
**E_HOMO**: -0.1457 Ha
**DFT total energy**: -2312.1673 a.u.
**Gap between HOMO and LUMO**: 4.9045 eV
**Total charge**: -1


Record 4
Density functional theory data (wB97M-V/def2-TZVPD) for C20H13N2O9Ta as an isolated structure in a non-equilibrium geometry.

Last column: Mulliken charge in e.
Cartesian coordinates (Å):
Ta  -1.287  0.166  -1.808  2.4489
C  -3.793  3.717  -0.736  -0.8118
C  -3.738  3.862  0.637  -0.4549
C  -3.051  2.923  1.387  -0.7871
C  -2.424  1.868  0.744  0.7714
N  -2.431  1.762  -0.593  -0.2491
C  -3.122  2.660  -1.317  -0.0981
C  -1.779  0.754  1.469  0.6979
C  -1.748  0.688  2.854  -0.7510
C  -1.200  -0.424  3.468  -0.5324
C  -0.718  -1.452  2.680  -0.9410
C  -0.768  -1.305  1.308  -0.3020
N  -1.258  -0.217  0.703  -0.0840
H  -4.329  4.415  -1.363  0.4101
H  -4.239  4.686  1.128  0.4432
H  -3.027  3.007  2.461  0.3450
H  -3.106  2.522  -2.386  0.5740
H  -2.157  1.485  3.454  0.3263
H  -1.174  -0.492  4.548  0.4597
H  -0.303  -2.354  3.104  0.4702
H  -0.414  -2.098  0.664  0.7534
O  2.451  1.804  -2.769  -0.5927
C  1.280  1.617  -2.605  0.4706
O  0.749  0.544  -2.050  -0.8259
C  0.179  2.637  -2.945  0.5044
O  0.367  3.729  -3.409  -0.6205
O  -0.981  2.112  -2.668  -0.6848
O  -2.173  0.009  -3.242  -0.5422
O  0.134  -3.726  -2.793  -0.6787
C  0.287  -2.725  -2.136  -0.0163
O  -0.587  -1.716  -2.250  -0.4554
C  1.489  -2.618  -1.224  -0.0929
C  2.400  -3.666  -1.201  -0.6074
C  3.515  -3.643  -0.362  -1.0182
C  3.661  -2.543  0.452  1.1566
O  4.655  -2.282  1.355  -0.4948
C  4.344  -1.013  1.932  -0.2992
O  3.125  -0.545  1.354  -0.5401
C  2.751  -1.506  0.448  0.0914
C  1.673  -1.510  -0.393  -0.3731
H  2.224  -4.505  -1.860  0.5386
H  4.233  -4.451  -0.348  0.4468
H  5.145  -0.306  1.712  0.2698
H  4.212  -1.134  3.009  0.2547
H  0.935  -0.738  -0.412  1.4206

Atomic forces in eV per Å
Ta 3.9 1.3 -2.4
C 0.0 0.0 0.0
C 0.0 0.0 0.0
C 0.0 0.0 0.0
C -0.1 0.0 -0.1
N -0.7 -0.3 -0.1
C 0.0 0.0 0.0
C 0.2 0.0 0.1
C 0.0 0.0 0.0
C 0.0 0.0 0.0
C 0.0 0.1 0.1
C -0.1 -0.2 -0.2
N -0.5 -0.3 -0.3
H 0.0 0.0 0.0
H 0.0 0.0 0.0
H 0.0 0.0 0.0
H 0.0 0.0 0.0
H 0.0 0.0 0.0
H 0.0 0.0 0.0
H 0.0 0.0 0.0
H 0.0 0.0 0.0
O 0.0 -0.1 0.0
C 0.3 0.5 0.1
O -0.9 -0.7 0.4
C -0.1 -0.3 -0.2
O 0.1 0.1 0.1
O -0.5 -0.1 0.7
O -1.6 -0.3 0.3
O -0.1 -0.1 0.1
C 0.0 0.0 -0.5
O -0.1 0.4 1.9
C -0.2 0.2 0.1
C 0.0 0.0 -0.1
C 0.0 0.0 0.1
C 0.1 -0.1 0.0
O 0.0 0.0 0.0
C 0.0 0.0 0.0
O 0.0 -0.1 0.1
C 0.0 0.1 -0.2
C -0.1 -0.4 0.1
H 0.0 0.0 0.0
H 0.0 0.0 0.0
H 0.0 0.0 0.0
H 0.0 0.0 0.0
H 0.4 0.3 0.1

Values from the calculation:
**LUMO level**: -1.988 eV
**Relative energy (zero: lowest compared OMol25 entry of this formula, charge and spin)**: 62.4 kcal/mol
**E_HOMO**: -0.3042 Ha
**DFT total energy**: -1613.7938 a.u.
**Gap between HOMO and LUMO**: 6.2886 eV